126
Properties=species:S:1:pos:R:3:forces:R:3:lowdin_charge:R:1 method="wB97M-V/def2-TZVPD" spin_multiplicity=1 total_charge=+1
C 0.8954 6.3013 3.5850 1.078 0.169 -0.747 -0.0928
C 0.4664 5.8033 2.1982 0.419 0.004 -0.241 -0.2261
C 1.6588 5.3241 1.3468 -0.079 -1.593 -0.641 -0.1744
C 2.2430 4.0168 1.8957 0.611 0.797 0.335 -0.1378
N 2.8822 3.0947 0.8840 -2.375 0.413 1.442 -0.2824
C 3.4862 1.9670 1.6762 1.637 -0.413 -1.916 -0.0585
C 4.5121 1.4376 0.5944 0.374 1.352 1.440 -0.0917
C 4.8745 2.7096 -0.2396 -0.656 -0.644 -0.614 -0.1148
C 3.9827 3.8360 0.3015 1.714 -1.284 -0.916 -0.1130
C 1.8768 2.4844 -0.0907 -0.497 0.248 0.701 0.0485
H 1.4000 7.2676 3.4727 0.252 -0.259 0.001 0.0858
H 1.5371 5.6323 4.1446 0.417 -0.319 -0.144 0.0667
H 0.1261 6.5048 4.2688 -1.601 0.167 0.563 0.0540
H 0.1537 6.6888 1.6497 -0.855 -0.123 0.042 0.1068
H -0.3177 5.0155 2.2412 0.363 0.630 -0.123 0.1152
H 2.4348 6.0816 1.3342 0.063 0.232 -0.212 0.1162
H 1.3802 5.0469 0.2841 -0.103 0.958 1.076 0.1224
H 1.4850 3.4449 2.3494 -1.124 -0.750 0.664 0.1039
H 3.0227 4.2094 2.6717 -0.558 -0.176 -0.642 0.1455
H 2.7688 1.2590 2.0765 -0.314 -0.055 -0.410 0.1144
H 3.9835 2.4143 2.5115 0.493 0.269 0.419 0.1238
H 4.0610 0.6741 0.0081 -0.268 -0.586 -0.548 0.0858
H 5.4199 1.0453 1.0280 -0.001 -0.311 0.386 0.1131
H 4.6955 2.4474 -1.2702 -0.714 0.268 -0.538 0.1079
H 5.9029 2.9818 -0.3321 0.836 0.139 0.846 0.1088
H 3.7263 4.6162 -0.3866 -0.665 0.036 -0.573 0.1405
H 4.4666 4.3371 1.1130 0.463 0.211 0.621 0.1329
H 2.3858 1.7998 -0.7732 -0.131 0.277 0.247 0.0923
H 1.3412 3.2586 -0.6381 0.364 0.036 -0.100 0.1036
H 1.0875 1.9514 0.4836 0.871 0.223 -0.284 0.1039
C -4.5045 3.4777 1.5084 -1.924 -1.244 -1.634 -0.1274
O -3.4809 2.6055 1.1137 0.441 -0.746 -1.746 -0.2132
C -3.3651 2.5709 -0.3719 -1.091 -0.520 1.242 -0.1484
C -4.1393 1.4349 -1.0462 -1.915 0.120 0.575 -0.1806
N -3.8188 0.0314 -0.6980 -0.358 -0.576 0.169 -0.0219
H -2.1772 -0.6128 -1.2020 0.775 0.034 -0.938 0.1252
H -3.8495 -0.0730 0.3090 0.451 0.358 0.266 0.0827
C -4.8569 -1.0066 -1.0945 1.414 0.131 1.458 -0.1737
C -4.8402 -1.4665 -2.4823 0.249 -2.529 -0.563 -0.2910
O -5.0585 -0.5445 -3.4588 0.060 1.602 0.043 -0.1515
C -4.8088 -1.0113 -4.7388 -2.877 -0.029 -1.194 -0.1046
H -5.4310 3.3499 0.8562 0.694 -0.347 0.905 0.1049
H -4.2308 4.4487 1.2373 0.629 2.016 0.341 0.0586
H -4.7907 3.3261 2.5385 0.240 0.082 0.250 0.0885
H -2.3643 2.3212 -0.6269 1.297 0.571 0.198 0.0805
H -3.7409 3.5488 -0.7865 0.644 -0.930 0.271 0.1392
H -3.9622 1.5427 -2.0905 0.199 0.141 -0.979 0.1061
H -5.2297 1.6423 -0.9286 0.402 -0.340 0.065 0.1268
H -5.8321 -0.7739 -0.7120 -0.726 0.648 -0.034 0.1202
H -4.5709 -1.9355 -0.5499 -0.010 0.770 -0.268 0.1032
H -5.5848 -2.2938 -2.5679 0.013 0.332 0.124 0.1436
H -3.8986 -2.0148 -2.6422 0.322 0.310 -0.125 0.1247
H -3.8254 -0.9925 -5.0755 2.318 -0.304 0.107 0.0400
H -5.2815 -0.2639 -5.4042 -0.199 -0.637 0.137 0.1049
H -5.2550 -2.0328 -4.9049 0.330 0.890 0.060 0.1154
C -1.5834 2.4242 4.9066 1.918 -2.381 1.009 -0.0737
O -1.6001 1.1611 4.2366 0.530 1.072 -0.439 -0.1625
C -0.8659 1.2177 3.0155 0.525 0.450 0.163 -0.2336
C -1.2348 -0.0247 2.2966 -0.955 -0.860 -1.194 -0.1839
N -0.4639 -1.1868 2.7418 -0.622 -0.525 1.538 -0.0619
H 1.1546 -0.9070 2.7646 -0.469 -0.583 0.737 0.0610
H -0.5549 -1.3644 3.7629 0.144 0.670 -0.617 0.1354
C -0.8334 -2.4323 2.1149 -1.280 -0.540 -2.936 -0.1670
C -2.2885 -2.9747 2.2132 0.394 1.175 0.201 -0.1579
O -3.2046 -2.2553 1.3430 0.446 -0.602 -0.111 -0.2214
C -4.5001 -2.1990 1.8940 -0.181 1.378 1.891 -0.1272
H -2.3486 3.0600 4.6354 -1.750 1.305 -0.763 0.0623
H -0.6188 2.8881 4.8132 0.588 0.520 -0.511 0.0728
H -1.5958 2.1753 5.9513 -0.605 0.068 0.642 0.0904
H 0.2607 1.2745 3.2098 -1.173 0.020 -0.072 0.1310
H -1.1742 2.0762 2.3813 0.076 -0.181 0.454 0.1178
H -1.1055 0.0198 1.2061 0.327 0.358 0.255 0.1070
H -2.3468 -0.0856 2.3818 0.663 -0.383 0.310 0.1295
H -0.1935 -3.2870 2.3519 0.285 0.480 0.345 0.1310
H -0.7383 -2.2688 0.9972 0.234 -0.268 0.939 0.1205
H -2.6437 -2.9257 3.2441 -0.023 0.147 0.105 0.1200
H -2.2640 -4.0162 1.9383 -0.060 -0.496 -0.295 0.1181
H -4.5452 -2.8849 2.7186 -0.401 -0.614 0.316 0.0731
H -5.3915 -2.3563 1.2833 0.653 -0.172 -0.598 0.0844
H -4.6244 -1.2040 2.4036 -0.070 -0.475 -0.519 0.1069
C 0.5692 0.6371 -4.3568 -0.544 -1.462 0.945 -0.0865
O 0.5045 -0.7562 -4.3956 0.262 -1.766 1.038 -0.1993
C -0.6156 -1.3279 -5.0414 -0.927 0.785 -0.135 -0.1962
C -0.6370 -2.8510 -4.9343 2.022 0.510 1.319 -0.1744
N -0.3188 -3.2416 -3.5633 -0.453 2.323 -0.395 -0.0643
H 3.9509 -2.6299 -2.4169 0.997 0.698 0.587 0.1268
H -0.9874 -2.7180 -3.0010 0.238 -0.376 0.492 0.0928
C -0.3844 -4.6140 -3.3726 -1.379 -2.515 1.568 -0.2501
C -0.3594 -5.0084 -1.8724 1.750 -0.901 0.376 -0.1640
O 0.8794 -4.6499 -1.2126 -0.537 0.360 0.147 -0.2297
C 2.0336 -5.3336 -1.6307 -0.905 0.005 -0.402 -0.1122
H 1.2688 0.9579 -3.6042 0.069 -0.042 0.638 0.0848
H -0.4162 0.9948 -4.2004 -0.936 0.998 0.337 0.0851
H 0.9531 0.9303 -5.2551 0.829 1.443 -2.689 0.0617
H -0.5205 -1.0870 -6.0816 -0.250 0.210 -0.977 0.1121
H -1.5855 -0.8289 -4.7002 1.051 -0.687 0.016 0.1252
H 0.1280 -3.2956 -5.5438 0.731 0.118 -0.567 0.1171
H -1.5051 -3.3484 -5.2776 -1.683 0.045 -0.463 0.1005
H 0.4633 -5.1173 -3.8320 -0.036 -0.090 -0.389 0.1130
H -1.3460 -5.0718 -3.7668 0.784 0.136 0.054 0.1343
H -0.4896 -6.1355 -1.7163 -0.169 1.372 -0.458 0.1402
H -1.0351 -4.4489 -1.2400 -0.831 -0.017 -0.314 0.1068
H 2.8539 -5.0136 -1.0404 0.696 0.454 0.675 0.0667
H 2.2539 -5.0709 -2.6567 0.254 -0.350 -0.430 0.0757
H 1.9190 -6.4007 -1.4683 -0.005 -0.413 -0.316 0.0928
C 1.0272 -1.0729 -1.2470 -0.115 0.753 -1.258 0.0291
C -0.2452 -0.2629 -1.2629 0.036 0.427 0.047 -0.5688
O -0.3119 0.9224 -0.9208 -0.087 -1.325 -0.407 0.0146
O -1.2976 -0.9794 -1.6449 -1.197 0.514 1.189 0.0485
H 0.8966 -1.9350 -0.6149 0.329 -0.028 0.881 0.0732
H 1.8391 -0.3539 -1.0737 0.022 -0.756 0.455 0.0713
H 1.1888 -1.5772 -2.2127 -0.263 0.449 -0.060 0.0785
C 3.7299 -1.3786 4.8730 -1.736 -0.127 -0.584 0.0198
C 2.2898 -1.4328 4.3213 -0.522 -0.255 1.164 -0.5449
O 2.1059 -0.9004 3.1125 1.146 0.199 -0.159 0.0337
O 1.3971 -1.8449 5.0623 0.803 0.501 -1.511 0.0517
H 4.5247 -1.7144 4.2246 -0.034 -0.446 -0.188 0.0772
H 3.5900 -1.9146 5.7997 0.771 -0.121 0.242 0.0823
H 3.9038 -0.3386 5.0513 0.253 0.760 0.407 0.0688
C 6.9054 -3.2026 -1.6272 0.446 -0.126 2.039 0.0112
C 5.6112 -3.4701 -2.1942 -2.695 0.226 0.496 -0.5465
O 4.8227 -2.3105 -2.0439 -0.609 -1.467 -1.228 0.0228
O 5.0752 -4.4903 -2.5229 0.598 -0.024 -0.469 0.1139
H 6.6339 -2.8971 -0.5939 0.527 -0.335 -0.339 0.1214
H 7.3062 -2.3518 -2.0466 0.791 2.119 -1.030 0.0645
H 7.6936 -3.9198 -1.6335 -0.080 -1.055 -0.058 0.0942


138
Properties=species:S:1:pos:R:3:forces:R:3:lowdin_charge:R:1 method="wB97M-V/def2-TZVPD" spin_multiplicity=1 smiles="CP(O)[C@@H](OC=O)P(O)O.CNC(C)=O.CNC(C)=O.CNC(C)=O.CNC(C)=O.CNC(C)=O.CNC(C)=O.CNC(C)=O.CNC(C)=O.CNC(C)=O.CNC(C)=O"
C 3.0308 -0.3606 -0.5411 -0.440 -0.798 0.476 -0.2409
P 2.4340 -1.6355 -1.7219 0.382 0.047 -1.627 0.8761
O 3.0589 -3.0912 -1.2259 0.070 0.364 0.228 -0.3188
C 0.6244 -1.8532 -1.5346 0.662 -0.136 0.543 -0.5704
O 0.2623 -2.4805 -0.2742 -0.299 0.927 0.508 -0.1260
C -1.0563 -2.5424 0.0572 -0.691 -1.025 -0.641 -0.3841
O -1.8997 -3.1304 -0.5718 0.717 0.566 0.344 0.0715
P -0.3815 -0.2731 -1.7125 -1.844 -0.383 -0.041 0.8492
O 0.1051 0.7005 -0.5120 0.798 -0.565 -0.206 -0.2924
O 0.2613 0.4138 -3.0529 0.304 -0.303 0.331 -0.2926
H 3.5776 0.3728 -1.1207 0.121 0.109 0.072 0.0078
H 2.1885 0.0920 -0.0276 0.056 0.225 0.010 0.0177
H 3.6904 -0.8007 0.2064 0.126 0.000 0.066 0.0372
H 3.3546 -3.0635 -0.3094 -0.144 -0.212 0.185 0.0470
H 0.3275 -2.5242 -2.3428 -0.028 0.041 -0.233 0.0705
H -1.2750 -2.0713 1.0241 0.183 -0.013 0.103 0.1380
H -0.5847 0.6303 0.1790 -0.102 0.821 -0.238 0.0070
H 0.5378 -0.2797 -3.6681 0.181 0.046 -0.162 0.0562
C 2.0395 -6.4506 -3.8563 0.088 0.242 0.163 -0.0736
N 1.7899 -5.0315 -4.0096 -0.061 0.012 -0.071 0.0169
C 1.0152 -4.4141 -4.9378 0.053 0.069 -0.042 -0.5449
C 0.3129 -5.2889 -5.9443 0.219 0.261 0.089 -0.0192
O 0.9009 -3.1941 -4.9347 -0.115 0.071 0.069 -0.0004
H 1.7083 -6.7839 -2.8711 -0.008 -0.090 -0.030 0.0830
H 3.1079 -6.6547 -3.9484 -0.017 -0.090 -0.024 0.0816
H 1.5086 -7.0184 -4.6125 -0.026 0.006 -0.016 0.0724
H 2.2318 -4.3986 -3.3598 0.068 -0.002 0.080 0.1094
H -0.2687 -4.6629 -6.6130 0.003 0.057 0.027 0.0845
H 1.0372 -5.8528 -6.5336 -0.056 -0.095 0.014 0.0896
H -0.3585 -5.9834 -5.4515 -0.009 -0.152 -0.082 0.0510
C -4.2550 3.4402 2.9620 0.047 -0.234 0.051 -0.0633
N -3.4717 2.3923 2.3305 0.015 0.067 -0.040 0.0182
C -2.5989 2.5115 1.3070 0.062 0.109 -0.053 -0.5135
C -2.3818 3.8827 0.7237 0.160 -0.185 -0.127 0.0047
O -2.0094 1.5265 0.8740 -0.102 -0.284 0.258 -0.0016
H -4.0042 3.5014 4.0224 -0.032 0.065 -0.001 0.0845
H -5.3186 3.2156 2.8678 -0.019 0.083 0.011 0.0844
H -4.0626 4.4012 2.4979 -0.007 0.010 -0.045 0.0471
H -3.5680 1.4496 2.6727 -0.012 -0.014 0.019 0.1385
H -1.6551 3.8037 -0.0800 0.031 -0.084 0.027 0.0886
H -3.3111 4.2841 0.3270 -0.027 0.112 0.107 0.0702
H -1.9986 4.5647 1.4816 -0.116 0.091 -0.007 0.0909
C 1.2081 -0.6272 4.7712 0.137 -0.434 0.064 -0.0693
N 2.3291 -1.4051 4.2728 0.009 0.168 -0.032 0.0067
C 3.3487 -0.9930 3.4717 0.007 -0.015 -0.065 -0.5505
C 3.3462 0.4480 3.0276 -0.116 -0.279 -0.017 -0.0235
O 4.2210 -1.7805 3.1315 -0.002 -0.013 -0.049 0.0126
H 1.2121 -0.6286 5.8626 -0.115 0.128 0.002 0.0784
H 0.2718 -1.0698 4.4251 -0.081 0.137 0.030 0.0774
H 1.2617 0.3968 4.4205 0.017 0.018 -0.019 0.0750
H 2.3882 -2.3767 4.5313 -0.003 -0.021 0.003 0.1325
H 4.2069 0.6313 2.3991 0.060 0.004 0.011 0.0629
H 2.4401 0.6587 2.4563 -0.017 0.123 0.069 0.0823
H 3.3984 1.1199 3.8832 -0.066 0.078 -0.039 0.0828
C 7.4862 4.9852 4.5006 -0.178 -0.087 -0.101 -0.0793
N 6.5137 4.3878 3.5998 0.116 -0.150 0.067 0.0185
C 6.0960 3.1031 3.5201 -0.023 0.039 -0.067 -0.5446
C 6.7027 2.1106 4.4857 -0.053 -0.036 -0.033 -0.0034
O 5.2566 2.7701 2.6949 0.075 0.056 -0.012 0.0146
H 6.9990 5.7682 5.0727 0.247 -0.108 0.071 0.0473
H 8.2946 5.4261 3.9143 0.078 0.026 0.130 0.0857
H 7.9042 4.2425 5.1732 -0.013 -0.095 -0.075 0.0726
H 6.0676 4.9923 2.9299 -0.026 0.056 0.019 0.1283
H 6.2703 1.1321 4.2973 -0.030 0.016 -0.057 0.0761
H 7.7823 2.0498 4.3467 0.021 0.022 0.084 0.0838
H 6.4919 2.3989 5.5161 0.088 0.011 0.021 0.0846
C -5.1617 -5.9457 -5.0584 0.416 0.378 0.079 -0.0745
N -3.7581 -6.1620 -5.3722 -0.089 -0.080 -0.097 0.0233
C -3.2306 -7.0655 -6.2301 0.050 0.018 0.025 -0.5360
C -4.2004 -7.9671 -6.9594 0.060 -0.071 -0.051 -0.0015
O -2.0211 -7.1445 -6.4012 -0.180 -0.172 -0.035 0.0152
H -5.4359 -4.9177 -5.3059 -0.069 -0.023 0.015 0.0846
H -5.3325 -6.1099 -3.9960 -0.140 -0.055 -0.015 0.0853
H -5.7918 -6.6240 -5.6128 -0.029 -0.073 0.016 0.0422
H -3.0715 -5.5870 -4.9097 -0.010 0.026 0.019 0.1408
H -3.6350 -8.6331 -7.6041 0.074 0.035 0.013 0.0811
H -4.7761 -8.5591 -6.2470 -0.091 0.060 -0.013 0.0658
H -4.8863 -7.3802 -7.5713 -0.071 -0.032 0.041 0.0874
C -5.6199 8.4418 -1.4224 -0.133 -0.281 0.045 -0.0735
N -5.3458 7.3684 -0.4849 0.072 0.115 0.008 0.0119
C -4.3713 7.3039 0.4563 -0.003 -0.015 -0.001 -0.5333
C -3.4343 8.4820 0.5713 0.013 -0.025 0.035 -0.0047
O -4.2654 6.3211 1.1746 -0.050 0.072 0.058 0.0133
H -6.6297 8.8248 -1.2681 0.023 0.083 -0.038 0.0835
H -5.5396 8.0742 -2.4461 0.019 0.087 -0.033 0.0848
H -4.9164 9.2559 -1.2907 0.027 0.007 0.018 0.0706
H -5.9356 6.5520 -0.5116 -0.016 -0.013 -0.014 0.1408
H -2.7177 8.2782 1.3600 -0.021 -0.067 0.020 0.0830
H -2.8944 8.6365 -0.3632 -0.022 0.072 -0.007 0.0872
H -3.9851 9.3893 0.8211 0.028 0.042 -0.066 0.0847
C -9.4862 -9.9666 -6.6351 -0.042 0.308 0.076 -0.0750
N -8.7154 -9.0102 -5.8624 0.054 -0.129 -0.034 0.0106
C -7.5408 -9.2078 -5.2096 -0.021 0.007 0.041 -0.5454
C -6.9320 -10.5888 -5.2764 0.033 0.034 0.017 -0.0122
O -7.0081 -8.2949 -4.5979 -0.043 -0.125 -0.015 0.0204
H -9.5926 -9.6189 -7.6637 -0.015 -0.089 -0.032 0.0834
H -10.4812 -10.0826 -6.2028 -0.011 -0.088 -0.039 0.0835
H -8.9982 -10.9345 -6.6456 0.027 -0.014 0.011 0.0704
H -9.0693 -8.0706 -5.7786 -0.021 0.013 0.006 0.1403
H -6.0055 -10.5862 -4.7110 -0.002 0.066 0.026 0.0839
H -7.6059 -11.3283 -4.8431 0.000 -0.048 -0.067 0.0848
H -6.7144 -10.8653 -6.3088 -0.045 -0.070 0.006 0.0852
C 5.1105 2.7391 -2.9927 0.058 0.303 0.125 -0.0810
N 4.2380 3.8287 -2.5991 -0.068 -0.125 -0.068 0.0038
C 2.8772 3.8268 -2.5162 0.028 -0.048 0.010 -0.5401
C 2.1690 2.5425 -2.8779 0.194 0.411 0.020 -0.0175
O 2.2813 4.8311 -2.1610 -0.026 0.042 -0.010 0.0220
H 5.7970 2.4940 -2.1799 0.009 -0.092 -0.032 0.0818
H 5.6971 3.0230 -3.8688 0.011 -0.101 -0.027 0.0794
H 4.5327 1.8542 -3.2357 -0.030 -0.012 -0.010 0.0684
H 4.6570 4.7085 -2.3463 0.017 0.008 0.024 0.1322
H 1.1045 2.6834 -2.7641 -0.062 0.074 0.054 0.0705
H 2.3799 2.2737 -3.9136 0.004 -0.123 0.023 0.0939
H 2.4885 1.7343 -2.2240 -0.059 -0.025 -0.101 0.0465
C 4.8447 9.6266 2.0473 -0.062 -0.300 0.008 -0.0716
N 5.2454 8.5552 2.9413 0.083 0.116 0.022 0.0128
C 6.0387 8.6291 4.0394 -0.037 -0.029 0.021 -0.5295
C 6.5893 9.9853 4.4098 0.027 -0.031 0.033 -0.0075
O 6.2895 7.6285 4.6958 -0.151 0.363 -0.082 0.0159
H 3.7583 9.7223 2.0423 0.003 0.085 -0.031 0.0851
H 5.1790 9.4112 1.0317 -0.007 0.087 -0.023 0.0851
H 5.2753 10.5704 2.3617 0.021 0.011 0.026 0.0700
H 4.9027 7.6272 2.7498 -0.055 -0.002 -0.005 0.1383
H 7.1976 9.8795 5.3019 -0.007 -0.071 0.013 0.0827
H 7.2091 10.3826 3.6054 -0.045 0.071 -0.006 0.0850
H 5.7798 10.6858 4.6163 0.025 0.055 -0.057 0.0852
C -0.3224 -3.9092 8.7114 0.101 0.259 0.168 -0.0782
N -0.5245 -2.4776 8.5887 -0.054 -0.107 -0.119 0.0052
C -1.2563 -1.8055 7.6585 0.036 0.006 0.034 -0.5645
C -1.9594 -2.6291 6.6038 -0.003 0.052 -0.007 -0.0144
O -1.3283 -0.5896 7.6867 -0.018 0.047 -0.063 0.0271
H -0.6885 -4.2590 9.6780 -0.011 -0.092 -0.035 0.0825
H 0.7400 -4.1467 8.6364 -0.020 -0.092 -0.027 0.0826
H -0.8516 -4.4405 7.9284 -0.018 0.005 -0.024 0.0699
H -0.0808 -1.8744 9.2625 0.009 0.008 0.020 0.1381
H -2.4942 -1.9561 5.9415 0.014 0.063 0.029 0.0809
H -1.2400 -3.2023 6.0174 -0.041 -0.077 0.019 0.0803
H -2.6737 -3.3143 7.0610 0.036 -0.070 -0.041 0.0836


| no. | DFT total energy (a.u.) |
| --- | --- |
| 1 | -2425.075032 |
| 2 | -3663.235211 |